# 1
Below is the molecule C11H22N2O3 in a non-equilibrium geometry, with properties calculated with the ωB97M-V functional and the def2-TZVPD basis.

```
! RIJCOSX wB97M-V def2-TZVPD def2/J DEFGRID3
* xyz 0 1
O -1.330 -1.590 1.871
C 3.609 -2.158 -0.424
C -1.682 -0.221 -0.067
H 3.942 -2.777 0.391
H 2.793 -2.791 -0.821
H -0.775 -1.749 -1.038
H 4.593 -2.045 -1.068
N -1.375 -0.961 -1.270
C 3.034 -0.898 0.524
H -3.412 1.944 0.260
O -0.450 2.222 -0.647
H -3.011 1.249 -1.421
H 1.398 -0.141 -0.837
H 3.967 1.439 -0.104
C -3.138 -0.101 0.213
H 3.625 0.485 -1.663
C -0.873 -0.702 1.158
H -3.836 -1.394 -1.234
H 1.626 1.519 1.577
H -3.058 -2.157 0.006
H -1.330 0.719 -0.133
C -3.581 1.126 -0.450
C 2.120 0.152 -0.114
C -3.824 -1.460 -0.165
C 1.046 1.009 0.796
H -4.646 1.120 -0.792
H -4.706 -1.760 0.511
H 0.804 -0.574 2.187
N 0.326 -0.036 1.467
C 0.220 2.213 0.349
H 2.411 -1.337 1.384
H -1.194 -0.457 -2.112
O 0.295 3.368 1.049
C 3.138 1.054 -0.837
H -2.961 0.100 1.218
H -0.232 4.029 0.499
H 3.803 -0.364 1.014
H 2.667 1.926 -1.276
*
```

Properties
SMILES string: CC[C@H](C)[C@H](NC(=O)[C@@H](N)C(C)C)C(=O)O
Relative energy (zero: lowest compared OMol25 entry of this formula, charge and spin) in eV: 4.986

***

# 2
Below is the molecule C2H3NS in a non-equilibrium geometry, with properties calculated with the ωB97M-V functional and the def2-TZVPD basis.

```
! RIJCOSX wB97M-V def2-TZVPD def2/J DEFGRID3
* xyz 0 1
H -0.125 1.223 0.341
N -0.537 -0.631 -0.424
S 1.847 0.336 0.050
C -0.823 0.603 -0.203
H -1.838 0.923 -0.352
C 0.690 -0.776 0.066
H 0.785 -1.679 0.522
*
```

Properties
SMILES string: C=NC=S
Relative energy (zero: lowest compared OMol25 entry of this formula, charge and spin) in eV: 1.827

***

# 3
Below is a structure of composition C16H30CuN7Se, with properties calculated with the ωB97M-V functional and the def2-TZVPD basis.

```
! RIJCOSX wB97M-V def2-TZVPD def2/J DEFGRID3
* xyz 1 2
N -0.063 -0.339 2.349
C -0.123 0.607 4.986
C -2.957 -1.005 -2.160
H -2.261 0.432 4.778
H 0.632 -1.941 0.372
N -2.396 0.330 -0.094
C 3.506 -0.676 -1.475
H 0.065 -0.718 -3.904
H -1.968 -4.636 -1.026
H -2.124 -1.706 -4.003
H -0.863 -1.436 -0.116
H 5.115 0.662 -0.977
H 0.881 0.319 -2.012
H 3.038 0.191 2.982
H -4.232 0.389 -1.127
C 4.252 0.131 -0.615
N -0.992 -4.626 -0.741
H -0.374 -2.977 -0.693
H -1.600 -5.222 1.236
C -3.163 0.283 -1.349
H 0.130 -4.918 0.989
H -0.508 1.101 -2.303
C 2.400 -1.312 -0.964
C -1.982 -0.860 -3.329
H -2.113 -0.458 2.493
Cu -0.249 0.424 0.248
H -2.822 -0.296 0.586
H -0.220 -1.807 -2.552
H -2.476 1.269 0.290
C -1.059 -3.119 1.145
C 1.070 0.392 4.341
H -0.569 -5.465 -1.117
H -0.633 -2.945 2.131
N 2.302 -0.229 2.426
C 1.068 -0.070 3.014
N 1.962 -1.174 0.295
C -0.875 -4.586 0.719
H 2.010 0.590 4.834
N -0.376 -2.312 0.121
C 2.672 -0.394 1.113
H -3.920 -1.291 -2.584
H -2.119 -2.858 1.171
H 1.809 -1.966 -1.589
H -2.860 1.138 -1.954
Se 0.983 2.389 0.454
C 3.851 0.246 0.692
C -1.213 -0.177 3.024
N -0.131 0.202 -2.001
C -1.302 0.300 4.310
H 4.400 0.859 1.391
H -2.638 -1.822 -1.512
H -2.233 0.044 -3.883
H -0.145 1.001 5.990
C -0.499 -0.837 -2.970
H 3.783 -0.795 -2.510
*
```

Properties
<S²>: 0.754
Total energy in Ha: -5052.677859

***

# 4
Below is a structure of composition C33H32IrN5O4P in a non-equilibrium geometry, with properties calculated with the ωB97M-V functional and the def2-TZVPD basis.

```
! RIJCOSX wB97M-V def2-TZVPD def2/J DEFGRID3
* xyz 0 6
H -1.702 -2.999 -1.418
H -5.700 2.050 0.206
C 4.483 3.820 2.180
N -2.267 0.766 1.583
H 1.666 2.494 -4.369
C 3.684 4.440 1.226
P 0.435 -1.147 -1.322
C 4.224 2.505 2.555
H 2.141 -3.188 -2.519
C -4.686 3.076 3.951
C -3.010 1.548 2.299
H -0.072 -2.655 -6.056
C -3.418 2.706 4.402
C 3.024 -4.284 -0.906
N -1.817 -2.141 1.298
O -0.509 1.711 -0.835
C 0.163 -1.972 -4.045
O -4.778 -2.344 -0.555
H 4.851 2.021 3.292
C 2.351 2.453 1.050
H -2.086 -1.836 2.230
N 1.261 1.774 0.540
C -2.573 1.968 3.612
C -0.296 -2.055 -2.733
H -3.466 -3.369 1.141
C -1.357 -2.907 -2.438
H -2.833 -4.249 -3.199
C -5.102 2.730 2.668
C -4.304 1.990 1.825
H 4.014 2.618 -3.604
H -1.085 0.487 4.029
H -4.718 0.571 0.270
C 3.344 1.883 -3.179
H 0.127 0.849 -3.364
N 0.428 2.443 -0.323
C -3.655 -1.936 -0.302
H -2.018 -4.088 -5.536
H 0.996 -1.331 -4.297
H 3.900 5.457 0.930
C 2.622 3.769 0.652
H 3.718 -5.230 0.887
O 1.080 0.532 0.845
H -6.075 3.050 2.318
C 1.499 -2.448 -0.607
N -2.889 -2.734 0.608
C -1.200 1.572 4.061
H 1.999 4.237 -0.094
Ir -1.225 -0.034 0.171
H 4.818 1.084 -1.844
O -3.057 -0.931 -0.790
H 2.929 0.805 2.285
H -1.002 1.926 5.070
C 3.797 1.019 -2.195
C 1.626 -0.010 -2.090
C 1.165 0.881 -3.060
C 1.599 -2.595 0.772
H -0.449 1.985 3.384
H -1.047 -2.797 1.364
C 3.164 1.820 2.000
C 3.101 -4.446 0.470
H 2.453 -3.730 2.381
H 5.304 4.359 2.632
C -0.448 -2.716 -5.043
H 3.292 -0.588 -0.867
H -5.342 3.645 4.595
C 2.027 1.813 -3.610
H -3.094 3.007 5.390
C 2.389 -3.602 1.308
H -3.991 2.053 -0.282
C -1.530 -3.529 -4.748
H 3.595 -4.928 -1.563
H 1.075 -1.896 1.413
C -1.983 -3.626 -3.441
C 2.216 -3.298 -1.445
C -4.714 1.650 0.431
C 2.942 0.075 -1.648
*
```

Properties
<S²>: 8.843
Relative energy (zero: lowest compared OMol25 entry of this formula, charge and spin) in eV: 0.000